[1]
The following is a quantum chemistry calculation of 11 unconnected molecules or ions with the total composition C24H60BO28 at a distorted geometry, from the Open Molecules 2025 dataset.

Bonds (Å) are listed after each position.
Atoms and positions in Å:
1 O 0.69046 1.61649 4.26637  C2 1.264
2 C 0.01314 1.54430 3.20124  O1 1.264, O3 1.325, C6 1.562
3 O 0.45309 1.32639 1.97105  C2 1.325, B4 1.465
4 B -0.57285 1.05848 0.96027  O3 1.465, O5 1.488, O8 1.475, O12 1.545
5 O -1.81174 1.08966 1.78306  B4 1.488, C6 1.334
6 C -1.52787 1.32710 3.06470  C2 1.562, O5 1.334, O7 1.222
7 O -2.29390 1.30209 4.01693  C6 1.222
8 O -0.35951 -0.22136 0.25864  B4 1.475, C9 1.309
9 C -0.29433 0.00167 -1.02989  O8 1.309, O10 1.232, C11 1.568
10 O -0.29287 -0.84144 -1.92754  C9 1.232
11 C -0.38888 1.53600 -1.33711  C9 1.568, O12 1.361, O13 1.241
12 O -0.53992 2.15067 -0.13190  B4 1.545, C11 1.361
13 O -0.28273 2.07588 -2.44982  C11 1.241
14 C -6.21178 0.35883 0.41269  C15 1.541, O17 1.459, H18 1.090, H19 1.090
15 C -6.49058 0.22700 1.92249  C14 1.541, O16 1.373, H20 1.090, H21 1.090
16 O -7.82026 -0.04833 2.12338  C15 1.373, H22 0.960
17 O -6.80173 1.55515 -0.17764  C14 1.459, H23 0.960
18 H -6.67800 -0.47302 -0.11530  C14 1.090
19 H -5.18766 0.08438 0.15976  C14 1.090
20 H -6.20124 1.14933 2.42616  C15 1.090
21 H -5.89285 -0.55116 2.39714  C15 1.090
22 H -8.41690 0.66000 1.87063  O16 0.960
23 H -7.68471 1.35274 -0.49540  O17 0.960
24 C 4.21633 1.57353 -5.79553  C25 1.529, O27 1.445, H28 1.090, H29 1.090
25 C 4.59573 0.20773 -6.36936  C24 1.529, O26 1.478, H30 1.090, H31 1.090
26 O 6.04550 -0.02539 -6.20169  C25 1.478, H32 0.960
27 O 5.08357 2.61718 -6.29294  C24 1.445, H33 0.960
28 H 4.26250 1.63123 -4.70804  C24 1.090
29 H 3.16503 1.84290 -5.89698  C24 1.090
30 H 4.24968 0.17970 -7.40259  C25 1.090
31 H 3.98049 -0.53020 -5.85456  C25 1.090
32 H 6.11907 -0.97791 -6.29599  O26 0.960
33 H 4.49820 3.37677 -6.24850  O27 0.960
34 C -3.14236 -0.89814 8.88178  C35 1.535, O37 1.436, H38 1.090, H39 1.090
35 C -1.67323 -0.67621 8.49564  C34 1.535, O36 1.417, H40 1.090, H41 1.090
36 O -0.78092 -1.31279 9.39369  C35 1.417, H42 0.960
37 O -3.52918 -0.01119 9.94217  C34 1.436, H43 0.960
38 H -3.21971 -1.90872 9.28283  C34 1.090
39 H -3.89649 -0.80563 8.10023  C34 1.090
40 H -1.46266 0.39289 8.52339  C35 1.090
41 H -1.39883 -1.09172 7.52602  C35 1.090
42 H -0.87437 -0.85163 10.23047  O36 0.960
43 H -2.69407 0.16091 10.38328  O37 0.960
44 C -0.04557 7.41036 -3.04872  C45 1.523, O47 1.413, H48 1.090, H49 1.090
45 C -1.34331 6.69486 -2.69886  C44 1.523, O46 1.438, H50 1.090, H51 1.090
46 O -2.16392 6.61135 -3.87622  C45 1.438, H52 0.960
47 O -0.31465 8.70700 -3.54266  C44 1.413, H53 0.960
48 H 0.48988 6.75044 -3.73128  C44 1.090
49 H 0.44060 7.42273 -2.07323  C44 1.090
50 H -1.73431 7.29174 -1.87487  C45 1.090
51 H -1.21358 5.66396 -2.36945  C45 1.090
52 H -2.89716 6.01378 -3.71228  O46 0.960
53 H -0.11271 8.75663 -4.47986  O47 0.960
54 C -4.20265 -1.14543 -6.14250  C55 1.472, O57 1.361, H58 1.090, H59 1.090
55 C -5.07963 -0.90431 -4.98469  C54 1.472, O56 1.437, H60 1.090, H61 1.090
56 O -5.17024 0.43563 -4.47481  C55 1.437, H62 0.960
57 O -2.91581 -1.46384 -5.83275  C54 1.361, H63 0.960
58 H -4.21840 -0.43747 -6.97114  C54 1.090
59 H -4.63362 -1.98761 -6.68389  C54 1.090
60 H -4.91759 -1.64636 -4.20289  C55 1.090
61 H -6.09484 -1.14404 -5.30087  C55 1.090
62 H -5.64029 0.42882 -3.63778  O56 0.960
63 H -2.70989 -0.91460 -5.07280  O57 0.960
64 C 2.73509 -5.63461 -0.93207  C65 1.563, O67 1.425, H68 1.090, H69 1.090
65 C 4.28153 -5.80257 -0.78015  C64 1.563, O66 1.430, H70 1.090, H71 1.090
66 O 4.84762 -5.83109 -2.09267  C65 1.430, H72 0.960
67 O 2.18198 -6.69314 -1.70927  C64 1.425, H73 0.960
68 H 2.53636 -4.66773 -1.39441  C64 1.090
69 H 2.19117 -5.67522 0.01164  C64 1.090
70 H 4.53627 -6.66171 -0.15959  C65 1.090
71 H 4.65267 -4.93371 -0.23660  C65 1.090
72 H 4.78595 -6.77525 -2.25504  O66 0.960
73 H 1.85529 -7.38331 -1.12741  O67 0.960
74 C -0.07098 3.70303 -8.01543  C75 1.543, O77 1.467, H78 1.090, H79 1.090
75 C -1.29863 2.79218 -8.22683  C74 1.543, O76 1.451, H80 1.090, H81 1.090
76 O -1.49967 2.42992 -9.61753  C75 1.451, H82 0.960
77 O -0.10618 4.85957 -8.91676  C74 1.467, H83 0.960
78 H 0.78815 3.05560 -8.19103  C74 1.090
79 H -0.15240 3.98972 -6.96697  C74 1.090
80 H -2.18464 3.42412 -8.16552  C75 1.090
81 H -1.36819 1.97022 -7.51435  C75 1.090
82 H -1.12404 1.55650 -9.75032  O76 0.960
83 H -0.22808 4.56753 -9.82310  O77 0.960
84 C -2.83566 -4.31187 1.87883  C85 1.558, O87 1.422, H88 1.090, H89 1.090
85 C -1.85370 -3.90094 3.01650  C84 1.558, O86 1.363, H90 1.090, H91 1.090
86 O -1.25031 -5.03757 3.46710  C85 1.363, H92 0.960
87 O -4.12911 -4.54131 2.42246  C84 1.422, H93 0.960
88 H -2.45726 -5.16938 1.32241  C84 1.090
89 H -2.84494 -3.53764 1.11163  C84 1.090
90 H -2.35610 -3.28796 3.76480  C85 1.090
91 H -1.03381 -3.30487 2.61577  C85 1.090
92 H -0.49516 -4.78109 4.00147  O86 0.960
93 H -4.17829 -5.43450 2.77088  O87 0.960
94 C 6.11320 -1.35048 1.53211  C95 1.540, O97 1.380, H98 1.090, H99 1.090
95 C 5.87125 -0.95215 0.06394  C94 1.540, O96 1.418, H100 1.090, H101 1.090
96 O 4.61861 -0.29364 -0.03177  C95 1.418, H102 0.960
97 O 5.19186 -2.28466 1.96097  C94 1.380, H103 0.960
98 H 6.15959 -0.51116 2.22600  C94 1.090
99 H 7.09580 -1.78974 1.70431  C94 1.090
100 H 5.86409 -1.73495 -0.69453  C95 1.090
101 H 6.63098 -0.26735 -0.31282  C95 1.090
102 H 4.06140 -1.01249 0.27542  O96 0.960
103 H 5.34559 -2.30800 2.90829  O97 0.960
104 C 5.01641 -0.44612 9.61830  C105 1.518, O107 1.436, H108 1.090, H109 1.090
105 C 3.97813 -0.04919 8.58430  C104 1.518, O106 1.447, H110 1.090, H111 1.090
106 O 4.24789 1.15858 7.83477  C105 1.447, H112 0.960
107 O 5.20343 0.53134 10.65349  C104 1.436, H113 0.960
108 H 5.92634 -0.78014 9.11974  C104 1.090
109 H 4.60200 -1.31303 10.13293  C104 1.090
110 H 3.08118 0.18493 9.15769  C105 1.090
111 H 3.57495 -0.85596 7.97221  C105 1.090
112 H 3.55582 1.31741 7.18868  O106 0.960
113 H 5.46398 0.05606 11.44584  O107 0.960

Computed properties:
**Energy**: -3082.0223 a.u.
**HOMO level**: -7.63 eV
**Relative energy (zero: lowest compared OMol25 entry of this formula, charge and spin)**: 469.3 kJ/mol
**HOMO-LUMO gap**: 9.320 eV
**Net charge**: -1
**F_max**: 0.0942 hartree/bohr

---

[2]
The following is a quantum chemistry calculation of 8 unconnected molecules or ions with the total composition C24H60Br6O14P2 at a distorted geometry, from the Open Molecules 2025 dataset.

Bonds (Å) are listed after each position.
Atoms and positions in Å:
1 C 12.21253 19.18338 18.28566  O2 1.476, H9 1.085, H10 1.034, H11 1.110
2 O 13.30898 19.74726 17.47470  C1 1.476, P3 1.604
3 P 13.68025 18.90292 16.16260  O2 1.604, O4 1.484, O5 1.584, O7 1.611
4 O 14.20509 17.53110 16.37668  P3 1.484
5 O 12.35326 19.08407 15.31745  P3 1.584, C6 1.518
6 C 12.52594 18.68490 13.86281  O5 1.518, H12 1.121, H13 1.098, H14 1.125
7 O 14.64140 19.92973 15.37607  P3 1.611, C8 1.424
8 C 15.91660 20.30998 15.88420  O7 1.424, H15 1.123, H16 1.068, H17 1.077
9 H 11.85274 19.88341 19.03235  C1 1.085
10 H 12.66748 18.38449 18.75993  C1 1.034
11 H 11.34230 18.75722 17.74420  C1 1.110
12 H 12.24598 19.51574 13.16485  C6 1.121
13 H 11.86664 17.80738 13.84560  C6 1.098
14 H 13.53674 18.22386 13.68366  C6 1.125
15 H 16.42421 20.65044 14.94183  C8 1.123
16 H 16.37046 19.45161 16.32873  C8 1.068
17 H 15.83784 21.05263 16.66024  C8 1.077
18 C 8.76815 18.16481 14.38620  O19 1.395, H26 1.142, H27 1.085, H28 1.117
19 O 8.89092 16.81319 14.70707  C18 1.395, P20 1.566
20 P 9.73983 16.07462 15.79571  O19 1.566, O21 1.438, O22 1.559, O24 1.622
21 O 9.98903 16.89344 16.95126  P20 1.438
22 O 8.85205 14.81561 16.03755  P20 1.559, C23 1.386
23 C 8.39423 14.09003 14.94890  O22 1.386, H29 1.122, H30 1.094, H31 1.057
24 O 11.09861 15.50758 15.11484  P20 1.622, C25 1.409
25 C 12.09488 15.13130 16.03759  O24 1.409, H32 1.144, H33 1.050, H34 1.052
26 H 8.86289 18.91659 15.24086  C18 1.142
27 H 7.77224 18.26816 13.96698  C18 1.085
28 H 9.52625 18.33128 13.58275  C18 1.117
29 H 7.98936 13.09302 15.26535  C23 1.122
30 H 9.17691 14.02350 14.18698  C23 1.094
31 H 7.57459 14.56670 14.48212  C23 1.057
32 H 13.09064 15.35543 15.51988  C25 1.144
33 H 11.99498 14.09853 16.19597  C25 1.050
34 H 12.02368 15.65961 16.94494  C25 1.052
35 Br 18.16042 19.53084 12.38062  C36 1.962
36 C 17.44142 17.70693 12.31430  Br35 1.962, C37 1.533, H39 1.134, H40 1.040
37 C 16.33883 17.65947 13.37837  C36 1.533, Br38 1.884, H41 1.079, H42 1.064
38 Br 15.60660 15.92580 13.45986  C37 1.884
39 H 18.17538 16.86675 12.51958  C36 1.134
40 H 16.96374 17.69502 11.39058  C36 1.040
41 H 15.50332 18.32340 13.22148  C37 1.079
42 H 16.66296 17.81477 14.37941  C37 1.064
43 Br 12.33056 13.76471 10.74248  C44 1.973
44 C 11.64230 14.77059 12.29360  Br43 1.973, C45 1.521, H47 1.105, H48 1.070
45 C 10.82377 16.01256 11.97505  C44 1.521, Br46 1.865, H49 1.073, H50 1.119
46 Br 9.08047 15.62413 11.43855  C45 1.865
47 H 12.55992 14.93079 12.88732  C44 1.105
48 H 10.95117 14.18970 12.86826  C44 1.070
49 H 11.26642 16.65061 11.23485  C45 1.073
50 H 10.74441 16.54181 12.95776  C45 1.119
51 Br 18.99210 12.99363 14.99898  C52 1.950
52 C 19.71530 14.62661 15.78131  Br51 1.950, C53 1.548, H55 1.093, H56 1.087
53 C 18.52861 15.60075 15.58484  C52 1.548, Br54 1.965, H57 1.087, H58 1.096
54 Br 18.78345 17.48364 16.08552  C53 1.965
55 H 20.58641 14.91720 15.18844  C52 1.093
56 H 20.02425 14.55474 16.82051  C52 1.087
57 H 17.67090 15.19247 16.11394  C53 1.087
58 H 18.18778 15.61939 14.54369  C53 1.096
59 C 10.77148 9.78185 15.98902  O60 1.399, H65 1.109, H66 1.076, H67 1.111
60 O 11.77914 9.38569 15.10284  C59 1.399, C61 1.461
61 C 12.69013 10.43131 14.64322  O60 1.461, C62 1.540, H68 1.085, H69 1.102
62 C 11.97247 11.55621 13.87386  C61 1.540, O63 1.378, H70 1.061, H71 1.104
63 O 11.05220 11.14515 12.93391  C62 1.378, C64 1.393
64 C 11.65148 10.48840 11.86124  O63 1.393, H72 1.039, H73 1.084, H74 1.110
65 H 10.18997 8.95062 16.43834  C59 1.109
66 H 10.08288 10.43055 15.47551  C59 1.076
67 H 11.05911 10.32300 16.91514  C59 1.111
68 H 13.35489 9.82768 14.03432  C61 1.085
69 H 13.18396 10.87242 15.52440  C61 1.102
70 H 12.73777 12.16762 13.46650  C62 1.061
71 H 11.52216 12.17989 14.66506  C62 1.104
72 H 12.55946 10.91781 11.59614  C64 1.039
73 H 10.99902 10.54262 10.99675  C64 1.084
74 H 11.72514 9.41848 12.14808  C64 1.110
75 C 15.75299 11.63838 11.68616  O76 1.408, H81 1.029, H82 1.082, H83 1.091
76 O 15.87509 11.61304 10.28365  C75 1.408, C77 1.387
77 C 16.67719 12.65467 9.84119  O76 1.387, C78 1.521, H84 1.111, H85 1.058
78 C 16.57829 12.82830 8.33355  C77 1.521, O79 1.453, H86 1.094, H87 1.108
79 O 15.38294 13.56417 7.95728  C78 1.453, C80 1.413
80 C 14.90986 13.16063 6.68862  O79 1.413, H88 1.057, H89 1.073, H90 1.116
81 H 16.65727 11.44486 12.13741  C75 1.029
82 H 15.06375 10.85796 11.97955  C75 1.082
83 H 15.26702 12.55568 12.02106  C75 1.091
84 H 17.71356 12.37971 10.13171  C77 1.111
85 H 16.52166 13.54469 10.39215  C77 1.058
86 H 16.69070 11.86336 7.83029  C78 1.094
87 H 17.46767 13.39245 7.98790  C78 1.108
88 H 15.66500 12.84290 6.02128  C80 1.057
89 H 14.25528 13.88936 6.25000  C80 1.073
90 H 14.35191 12.19825 6.77273  C80 1.116
91 C 15.18416 12.94052 15.81460  O92 1.370, H97 1.104, H98 1.143, H99 1.079
92 O 14.07055 12.87573 16.60980  C91 1.370, C93 1.371
93 C 14.33916 12.73957 17.94698  O92 1.371, C94 1.531, H100 1.082, H101 1.081
94 C 14.19075 14.10448 18.62429  C93 1.531, O95 1.346, H102 1.067, H103 1.148
95 O 15.36232 14.74782 18.46283  C94 1.346, C96 1.425
96 C 15.38520 16.05277 19.03554  O95 1.425, H104 1.078, H105 1.087, H106 1.069
97 H 14.84819 13.36234 14.85076  C91 1.104
98 H 15.46479 11.85236 15.60648  C91 1.143
99 H 16.01671 13.51510 16.18897  C91 1.079
100 H 15.36488 12.43743 18.10911  C93 1.082
101 H 13.64170 11.97647 18.26162  C93 1.081
102 H 13.95901 13.96959 19.65751  C94 1.067
103 H 13.34284 14.67310 18.09857  C94 1.148
104 H 16.14780 16.58269 18.48803  C96 1.078
105 H 15.54186 15.94752 20.10593  C96 1.087
106 H 14.43702 16.53604 18.93130  C96 1.069

Computed properties:
**Energy**: -18130.5655 a.u.
**HOMO level**: -9.22 eV
**Structure (SMILES)**: COP(=O)(OC)OC.COP(=O)(OC)OC.BrCCBr.BrCCBr.BrCCBr.COCCOC.COCCOC.COCCOC
**HOMO-LUMO gap**: 9.519 eV
**F_max**: 0.0599 hartree/bohr

---

Look up the HOMO-LUMO gap of the first one.
9.320 eV